Here is a cluster of 2 separate species, C6H8N2S in total at a distorted geometry from OMol25. Energies are from wB97M-V/def2-TZVPD.

Properties
**E_tot**: -740.9133 hartree
**HOMO**: -9.06 eV
**HOMO-LUMO gap**: 8.87 eV
**Relative energy (zero: lowest compared OMol25 entry of this formula, charge and spin)**: 132.9 kcal per mole
**F_max**: 4.0 eV/Å

Last column: natural (NBO) charge in e.
Geometry (Å):
1 C -0.01 -1.21 -1.36  -0.0619
2 C -1.29 0.01 0.05  0.1634
3 C -2.20 1.16 0.07  -0.6496
4 C 3.26 1.42 -0.79  -0.2579
5 C 2.81 0.41 -0.31  -0.2160
6 C -0.93 -0.95 0.91  -0.4301
7 N -0.74 -0.20 -1.26  -0.3796
8 N 1.42 -2.36 0.62  -1.1315
9 S -0.03 -2.30 0.08  1.0236
10 H 0.38 -1.47 -2.24  0.1996
11 H -3.15 1.03 -0.47  0.2364
12 H -1.85 2.13 -0.25  0.2413
13 H 3.45 2.45 -0.73  0.2218
14 H -2.48 1.31 1.04  0.2166
15 H 2.57 -0.61 -0.32  0.2419
16 H -1.23 -1.18 1.87  0.2258
17 H 1.49 -3.30 1.02  0.3561